{"formula": "C4H7Cl2O6S", "method": "ωB97M-V/def2-TZVPD", "symbols": ["C", "C", "C", "C", "O", "O", "O", "O", "O", "O", "S", "Cl", "Cl", "H", "H", "H", "H", "H", "H", "H"], "positions_angstrom": [[-0.276643, 1.033501, 0.680141], [0.540977, -0.248404, 0.888180], [-1.106572, 0.974078, -0.606375], [1.636488, -0.374669, -0.129062], [1.219366, -2.516066, -2.527392], [-0.642658, -2.156191, -0.987857], [0.383064, -4.345866, -1.171703], [-2.065182, -0.008982, -0.607664], [1.562932, -0.152155, -1.308680], [1.576855, -2.535021, -0.102830], [0.587386, -2.929031, -1.116324], [-1.975038, 2.532829, -0.743620], [3.234978, -0.407643, 0.602493], [0.379505, 1.906280, 0.646878], [-0.966935, 1.142301, 1.520402], [-0.105631, -1.119253, 0.751902], [0.958632, -0.268210, 1.895414], [-0.458733, 0.930181, -1.490531], [-1.616373, -0.873152, -0.798656], [1.391610, -1.582787, -2.377290]], "forces_ev_per_a": [[0.0, -0.2, -0.2], [-0.5, 0.1, 0.2], [0.4, 0.0, 0.0], [-0.1, 0.5, -0.2], [-0.3, -0.7, 0.3], [-0.1, -0.2, -0.3], [0.0, -0.1, -0.4], [-0.1, -0.4, 0.1], [-0.1, 0.4, 0.1], [-0.2, -0.2, -0.2], [-0.1, -1.3, 0.6], [-0.3, 0.6, -0.1], [1.0, 0.1, 0.4], [-0.1, 0.0, 0.0], [0.0, 0.1, -0.1], [0.1, 0.3, 0.2], [0.0, -0.1, -0.2], [-0.2, 0.0, 0.3], [-0.1, 0.4, 0.0], [0.4, 0.9, -0.4]], "mulliken_charge": [-0.807, -0.888, 0.203, 0.908, -0.511, -0.774, -0.688, -0.583, -0.641, -0.691, 1.163, -0.283, -0.238, 0.350, 0.396, 0.347, 0.437, 0.243, 0.596, 0.460], "e_above_lowest_kcal_mol": 0.00, "orbital_gap_ev": 9.6, "total_energy_ev": -52429.85394, "total_charge": -1}

=====

{"formula": "C39H85BF2NO20PS", "method": "ωB97M-V/def2-TZVPD", "symbols": ["C", "C", "C", "C", "C", "C", "C", "C", "C", "B", "O", "O", "C", "C", "C", "C", "P", "O", "O", "C", "C", "O", "C", "C", "N", "C", "O", "F", "C", "O", "F", "O", "S", "O", "O", "H", "H", "H", "H", "H", "H", "H", "H", "H", "H", "H", "H", "H", "H", "H", "H", "H", "H", "H", "H", "H", "H", "H", "H", "H", "H", "H", "H", "H", "H", "H", "H", "H", "H", "H", "C", "O", "C", "C", "O", "C", "H", "H", "H", "H", "H", "H", "H", "H", "H", "H", "C", "O", "C", "C", "O", "C", "H", "H", "H", "H", "H", "H", "H", "H", "H", "H", "C", "O", "C", "C", "O", "C", "H", "H", "H", "H", "H", "H", "H", "H", "H", "H", "C", "O", "C", "C", "O", "C", "H", "H", "H", "H", "H", "H", "H", "H", "H", "H", "C", "O", "C", "C", "O", "C", "H", "H", "H", "H", "H", "H", "H", "H", "H", "H"], "positions_angstrom": [[3.126367, 5.181187, 4.823067], [1.623472, 5.793844, 4.435239], [1.663192, 6.904056, 3.228104], [2.215868, 6.318682, 1.783123], [1.059442, 6.309168, 0.620011], [1.344598, 5.192636, -0.589744], [1.386519, 3.667801, 0.008314], [0.411194, 3.452930, 1.350305], [0.415020, 1.795355, 1.584086], [0.071608, 1.583892, 3.193474], [0.875020, 0.622434, 3.978510], [-1.010944, 2.397867, 3.848096], [-0.573349, 1.009928, 0.549320], [-2.137087, 1.406020, 0.998024], [-3.214999, 1.387889, -0.224634], [-3.627424, 2.878662, -0.810869], [-4.409438, 4.049739, 0.476941], [-4.699329, 3.203485, 1.818883], [-3.415527, 5.422470, 0.875752], [-2.556561, 5.841810, -0.241648], [-3.344126, 6.191895, -1.635852], [-6.006284, 4.664844, -0.001163], [-6.248014, 5.990572, 0.588374], [-6.272557, 6.028883, 2.228742], [-0.526964, -0.490860, 0.579693], [0.808877, -1.086210, 0.912816], [1.917296, -1.091416, 0.171556], [0.908071, -1.807537, 2.237256], [-0.962988, -1.154874, -0.700493], [-2.199881, -1.726234, -0.702293], [-0.177352, -1.320535, -1.943796], [-0.468606, 1.438342, -0.852810], [0.931640, 2.317879, -1.202795], [0.667475, 3.042767, -2.580795], [2.216242, 1.466436, -1.434736], [3.876545, 6.090424, 4.640362], [3.311850, 4.287624, 4.090027], [3.160934, 4.819144, 5.959944], [1.259977, 6.354408, 5.422879], [0.841234, 4.921858, 4.270069], [0.578869, 7.385800, 3.148923], [2.388134, 7.775096, 3.597442], [2.713853, 5.250843, 1.963292], [3.066893, 7.067160, 1.430710], [-0.032061, 6.221771, 1.033751], [1.124852, 7.362098, 0.073891], [2.430780, 5.449064, -1.013541], [0.500093, 5.372183, -1.387876], [2.499978, 3.488555, 0.397107], [-0.633813, 3.870719, 1.035676], [0.855572, 3.942620, 2.318590], [1.570080, 1.510135, 1.483127], [0.427586, 0.559220, 4.872784], [-0.529817, 3.154400, 4.316745], [-2.461263, 0.595492, 1.781795], [-2.219408, 2.459430, 1.500546], [-4.227544, 0.938824, 0.221397], [-2.951901, 0.729021, -1.148109], [-4.466414, 2.670799, -1.632792], [-2.703030, 3.304513, -1.387161], [-1.714872, 5.046581, -0.526836], [-2.000249, 6.817940, 0.096727], [-4.509319, 6.093504, -1.590845], [-2.991142, 5.507935, -2.546101], [-3.126366, 7.336053, -1.897975], [-7.327620, 6.350151, 0.228291], [-5.506366, 6.833918, 0.204763], [-7.151374, 5.437678, 2.726821], [-5.256373, 5.651863, 2.728315], [-6.346421, 7.179499, 2.537536], [1.929813, -4.241624, -1.368757], [2.746301, -5.201538, -2.029755], [2.390065, -6.544369, -1.684066], [1.567182, -7.203429, -2.795063], [0.281739, -6.587648, -2.924552], [0.220581, -5.696463, -4.032673], [2.103214, -3.266991, -1.832093], [0.867543, -4.481532, -1.452966], [2.212384, -4.182416, -0.313244], [1.853330, -6.573306, -0.728302], [3.325430, -7.100346, -1.562288], [1.392518, -8.250488, -2.528511], [2.107967, -7.184750, -3.748945], [0.183060, -6.269237, -4.965045], [1.072405, -5.013271, -4.053072], [-0.695450, -5.106732, -3.948074], [8.722346, -2.792924, -3.461704], [8.027553, -3.877047, -4.067465], [8.266963, -5.117108, -3.393275], [7.083840, -5.499718, -2.499048], [6.949680, -4.593959, -1.399084], [5.903807, -3.650295, -1.602879], [8.333660, -1.860616, -3.879293], [8.582840, -2.772461, -2.378568], [9.789118, -2.862917, -3.695286], [9.198087, -5.075257, -2.815641], [8.384654, -5.882513, -4.167324], [7.271326, -6.490580, -2.073687], [6.154037, -5.552579, -3.078150], [4.933591, -4.143200, -1.482378], [5.961688, -3.185241, -2.589361], [5.994893, -2.868653, -0.844730], [14.120257, -8.514691, -2.076387], [12.896280, -9.198969, -2.318569], [11.875100, -8.826929, -1.386701], [10.882185, -7.844425, -2.014888], [11.500554, -6.582318, -2.285119], [11.826926, -6.426179, -3.661704], [14.777747, -8.674179, -2.934831], [13.969562, -7.440279, -1.949916], [14.602511, -8.927308, -1.184962], [12.312991, -8.411026, -0.471451], [11.340272, -9.743768, -1.117978], [10.074848, -7.656179, -1.300283], [10.435524, -8.264105, -2.924310], [10.914005, -6.248158, -4.239354], [12.349975, -7.299365, -4.057603], [12.479345, -5.555425, -3.762639], [-4.359759, -3.842545, -1.385398], [-4.785549, -4.823718, -0.446778], [-5.176959, -4.243525, 0.802131], [-6.701795, -4.171292, 0.926513], [-7.256068, -3.241957, -0.010204], [-7.833961, -3.892467, -1.136596], [-4.285080, -4.317077, -2.367181], [-5.064338, -3.010804, -1.454967], [-3.371746, -3.466750, -1.102433], [-4.725204, -3.252873, 0.932254], [-4.790319, -4.896559, 1.591373], [-6.955495, -3.804502, 1.926009], [-7.153595, -5.163458, 0.807474], [-8.779667, -4.361792, -0.846475], [-7.164036, -4.643375, -1.560987], [-8.038346, -3.138237, -1.900412], [-10.072946, 6.631408, 4.154746], [-9.637506, 5.522114, 3.377015], [-10.259327, 4.298602, 3.784390], [-11.385574, 3.902521, 2.824963], [-12.479800, 4.821918, 2.900444], [-12.489992, 5.737700, 1.810892], [-9.736480, 7.547807, 3.663157], [-11.160993, 6.665470, 4.244513], [-9.621700, 6.582635, 5.150467], [-10.628511, 4.371094, 4.814368], [-9.485761, 3.524191, 3.757363], [-11.772414, 2.923029, 3.123026], [-11.014793, 3.819030, 1.796256], [-12.816258, 5.224283, 0.900536], [-11.508535, 6.188569, 1.648932], [-13.204088, 6.532952, 2.038253]], "forces_ev_per_a": [[-1.0, 0.6, -0.5], [0.2, 0.5, 1.4], [0.0, 0.1, 0.6], [0.1, 0.6, 0.3], [0.6, 0.2, -0.7], [0.1, 0.8, 0.5], [0.0, 1.3, 3.1], [0.3, -1.1, -1.6], [1.1, 0.4, 0.4], [-0.3, -0.8, 1.7], [-3.1, 2.6, -0.8], [3.7, -0.4, -0.6], [-2.2, 1.9, 1.3], [-0.3, -0.4, -0.3], [-1.7, 0.1, 0.6], [0.1, -0.9, -1.8], [-2.5, -2.0, 5.6], [1.6, 3.1, -5.0], [-0.6, -2.2, -2.7], [1.0, 0.8, -1.5], [0.0, 0.6, -0.8], [3.6, 0.6, 0.7], [-1.3, 1.9, 1.0], [0.8, 0.6, 0.5], [3.1, -1.9, -1.6], [7.2, -1.2, -2.1], [-8.3, 0.0, 5.4], [-1.1, 2.5, -4.2], [-7.4, -4.1, -1.5], [9.2, 4.4, -0.2], [-2.0, 1.0, 4.6], [2.3, 1.5, 1.3], [5.0, 0.3, -8.3], [-0.6, -2.3, 5.5], [-4.9, 2.2, 2.3], [-1.4, -2.3, 0.5], [0.1, 1.7, 1.5], [0.0, 0.8, -2.7], [0.6, -1.1, -2.2], [1.6, 1.8, 0.1], [2.3, -1.1, -0.1], [-1.6, -1.9, -0.8], [-1.1, 2.3, -0.5], [-1.7, -1.8, 0.6], [2.2, 0.0, -0.6], [-0.3, -2.2, 1.1], [-2.6, -0.7, 0.6], [1.9, -0.7, 1.4], [-2.5, -0.2, -1.3], [1.8, -0.8, 1.1], [-1.0, -0.7, -2.2], [-2.5, 0.2, -0.1], [0.8, 0.1, -1.3], [-1.2, -1.4, -0.7], [0.7, 1.7, -1.4], [0.4, -2.1, -0.8], [2.3, 1.0, -0.9], [-0.2, 1.3, 1.8], [1.7, 0.7, 1.8], [-1.8, -0.5, 1.1], [-1.8, 1.5, 1.0], [-1.2, -2.0, -0.4], [2.2, 0.1, 0.2], [-0.6, 1.5, 2.1], [-0.5, -2.6, 0.4], [2.3, -1.1, 0.6], [-1.3, -2.0, 0.7], [1.6, 1.2, -1.3], [-2.2, 0.7, -1.4], [-0.1, -2.4, -0.7], [0.2, 0.1, -0.1], [-0.5, -0.3, 0.2], [0.2, 0.1, -0.6], [-0.4, 0.2, 0.5], [0.5, 0.1, -0.2], [-0.2, -0.1, 0.1], [0.1, -0.1, 0.0], [0.0, -0.1, 0.0], [-0.1, 0.1, 0.1], [0.0, 0.0, -0.1], [0.0, 0.0, 0.0], [0.0, 0.0, 0.0], [0.0, 0.1, 0.1], [0.1, 0.1, -0.1], [0.0, 0.0, 0.0], [0.1, -0.1, 0.1], [-0.1, 0.0, -0.2], [0.2, -0.1, 0.5], [-0.6, 0.1, -0.2], [0.5, 0.3, 0.3], [0.0, -0.1, -0.5], [-0.1, 0.0, 0.3], [0.0, -0.2, 0.0], [0.0, -0.1, 0.0], [0.1, 0.1, 0.1], [-0.1, 0.0, 0.0], [0.0, 0.0, 0.0], [0.0, 0.0, 0.0], [0.1, 0.1, 0.0], [0.0, 0.1, -0.1], [0.0, 0.0, 0.0], [0.1, -0.1, 0.0], [0.0, -0.2, -0.1], [0.0, 0.4, 0.3], [-0.2, -0.1, -0.6], [0.4, 0.2, 0.4], [0.0, -0.4, -0.3], [0.0, 0.2, 0.1], [-0.1, -0.1, 0.1], [0.0, 0.0, 0.0], [0.1, 0.1, 0.0], [-0.1, 0.1, -0.1], [0.0, 0.0, 0.0], [0.0, 0.0, 0.0], [0.1, 0.0, 0.1], [0.1, 0.0, -0.1], [0.0, 0.0, 0.0], [-0.1, -0.1, 0.1], [0.3, -0.2, 0.0], [-0.3, 0.4, 0.2], [-0.3, -0.5, -0.3], [0.3, 0.6, -0.1], [0.1, -0.5, -0.1], [0.0, 0.2, 0.1], [0.0, -0.1, 0.2], [0.0, 0.0, 0.1], [-0.3, 0.0, -0.1], [-0.1, 0.0, -0.1], [0.0, 0.0, 0.0], [0.0, 0.0, 0.0], [0.1, 0.1, -0.1], [0.0, -0.1, -0.1], [0.0, 0.0, 0.0], [0.0, 0.0, 0.2], [0.2, 0.0, -0.1], [-0.4, 0.0, 0.3], [0.1, 0.0, -0.6], [-0.2, 0.2, 0.6], [0.4, 0.1, -0.3], [-0.2, -0.1, 0.2], [0.0, -0.2, 0.0], [0.0, -0.1, 0.0], [-0.1, 0.1, 0.1], [-0.1, 0.0, -0.1], [0.0, 0.0, 0.0], [0.0, 0.0, 0.0], [0.0, 0.1, 0.1], [0.1, 0.1, -0.1], [0.0, 0.0, 0.0], [0.0, -0.2, 0.1]], "mulliken_charge": [-0.843, -0.052, -0.700, -0.310, -0.426, -0.664, -0.455, 0.747, -0.541, 0.957, -0.634, -0.639, 0.535, -0.645, -0.691, -0.536, 0.849, -0.686, -0.296, 0.551, -1.014, -0.447, -0.228, -0.583, 0.534, 0.525, -0.372, -0.306, 0.405, -0.450, -0.216, -0.560, 1.525, -0.748, -0.694, 0.264, 0.195, 0.326, 0.400, -0.256, 0.276, 0.292, 0.069, 0.483, 0.008, 0.429, 0.404, 0.288, 0.490, -0.583, -0.548, 0.474, 0.320, 0.268, 0.196, 0.238, 0.349, 0.306, 0.415, 0.126, -0.571, 0.499, 0.272, 0.234, 0.304, 0.284, 0.185, 0.068, 0.188, 0.331, -1.257, -0.273, -0.458, -0.604, -0.348, -0.668, 0.338, 0.616, 0.414, 0.350, 0.377, 0.383, 0.303, 0.331, 0.274, 0.212, -0.714, -0.440, -0.278, -0.491, -0.424, -0.434, 0.255, 0.316, 0.307, 0.276, 0.376, 0.389, 0.211, 0.032, 0.328, 0.281, -0.686, -0.369, -0.730, -0.295, -0.370, -0.760, 0.241, 0.288, 0.325, 0.354, 0.394, 0.329, 0.365, 0.301, 0.383, 0.238, -0.464, -0.412, -0.238, -0.547, -0.368, -0.745, 0.338, 0.286, 0.125, 0.122, 0.389, 0.381, 0.315, 0.325, 0.324, 0.243, -0.854, -0.227, -0.471, -0.569, -0.374, -0.676, 0.232, 0.391, 0.312, 0.355, 0.372, 0.371, 0.328, 0.325, 0.262, 0.246], "orbital_gap_ev": 7.4, "total_energy_ev": -110480.19979, "smiles": "CCCCCC[C@H]1C[C@@H](B(O)O)[C@](CCCP(=O)(OCC)OCC)(N(C(=O)F)C(=O)F)OS1(=O)=O.COCCOC.COCCOC.COCCOC.COCCOC.COCCOC"}

=====

Repeat the first record exactly.
{"formula": "C4H7Cl2O6S", "method": "ωB97M-V/def2-TZVPD", "symbols": ["C", "C", "C", "C", "O", "O", "O", "O", "O", "O", "S", "Cl", "Cl", "H", "H", "H", "H", "H", "H", "H"], "positions_angstrom": [[-0.276643, 1.033501, 0.680141], [0.540977, -0.248404, 0.888180], [-1.106572, 0.974078, -0.606375], [1.636488, -0.374669, -0.129062], [1.219366, -2.516066, -2.527392], [-0.642658, -2.156191, -0.987857], [0.383064, -4.345866, -1.171703], [-2.065182, -0.008982, -0.607664], [1.562932, -0.152155, -1.308680], [1.576855, -2.535021, -0.102830], [0.587386, -2.929031, -1.116324], [-1.975038, 2.532829, -0.743620], [3.234978, -0.407643, 0.602493], [0.379505, 1.906280, 0.646878], [-0.966935, 1.142301, 1.520402], [-0.105631, -1.119253, 0.751902], [0.958632, -0.268210, 1.895414], [-0.458733, 0.930181, -1.490531], [-1.616373, -0.873152, -0.798656], [1.391610, -1.582787, -2.377290]], "forces_ev_per_a": [[0.0, -0.2, -0.2], [-0.5, 0.1, 0.2], [0.4, 0.0, 0.0], [-0.1, 0.5, -0.2], [-0.3, -0.7, 0.3], [-0.1, -0.2, -0.3], [0.0, -0.1, -0.4], [-0.1, -0.4, 0.1], [-0.1, 0.4, 0.1], [-0.2, -0.2, -0.2], [-0.1, -1.3, 0.6], [-0.3, 0.6, -0.1], [1.0, 0.1, 0.4], [-0.1, 0.0, 0.0], [0.0, 0.1, -0.1], [0.1, 0.3, 0.2], [0.0, -0.1, -0.2], [-0.2, 0.0, 0.3], [-0.1, 0.4, 0.0], [0.4, 0.9, -0.4]], "mulliken_charge": [-0.807, -0.888, 0.203, 0.908, -0.511, -0.774, -0.688, -0.583, -0.641, -0.691, 1.163, -0.283, -0.238, 0.350, 0.396, 0.347, 0.437, 0.243, 0.596, 0.460], "e_above_lowest_kcal_mol": 0.00, "orbital_gap_ev": 9.6, "total_energy_ev": -52429.85394, "total_charge": -1}

=====

- Which formula does entry 2 have?
  C39H85BF2NO20PS